The following is a quantum chemistry calculation of the ion C3H6NOS with charge -1 in a non-equilibrium geometry, from the Open Molecules 2025 dataset.

Atoms and positions in Å:
1 N -0.9689 0.7406 -1.2411
2 C 0.2192 1.3047 -0.5388
3 O 0.6759 2.3150 -0.9341
4 C 0.8909 0.4736 0.4238
5 C 0.7797 -1.0688 0.3001
6 S -0.7724 -1.7791 0.9864
7 H -1.2926 1.3319 -2.0099
8 H -1.4490 0.1107 -0.6247
9 H 1.9789 0.8219 0.3388
10 H 0.5294 0.7838 1.4969
11 H 1.6012 -1.4538 0.8400
12 H 1.0260 -1.0894 -0.7734

Output
**Highest occupied orbital energy**: -2.809 eV
**HOMO-LUMO gap**: 6.86 eV
**Net charge**: -1
**E**: -17582.05488 eV

***

The following is a quantum chemistry calculation of the molecule CH3Br3Si in a non-equilibrium geometry, from the Open Molecules 2025 dataset.

Atoms and positions in Å:
1 Br -2.0760 0.7892 -1.1441
2 C 0.3055 0.5167 -0.7654
3 Si 0.4037 1.1061 0.9998
4 Br 1.3278 3.1211 1.4002
5 Br 1.9023 -0.3870 1.8118
6 H 0.6856 1.0915 -1.5997
7 H 0.3900 -0.5051 -1.2204
8 H -0.7537 1.0218 1.6938

Output
**Highest occupied orbital energy**: -10.481 eV
**HOMO-LUMO gap**: 9.02 eV
**E**: -219091.94791 eV

***

Please write out number 1 again, unchanged.
The following is a quantum chemistry calculation of the ion C3H6NOS with charge -1 in a non-equilibrium geometry, from the Open Molecules 2025 dataset.

Atoms and positions in Å:
1 N -0.9689 0.7406 -1.2411
2 C 0.2192 1.3047 -0.5388
3 O 0.6759 2.3150 -0.9341
4 C 0.8909 0.4736 0.4238
5 C 0.7797 -1.0688 0.3001
6 S -0.7724 -1.7791 0.9864
7 H -1.2926 1.3319 -2.0099
8 H -1.4490 0.1107 -0.6247
9 H 1.9789 0.8219 0.3388
10 H 0.5294 0.7838 1.4969
11 H 1.6012 -1.4538 0.8400
12 H 1.0260 -1.0894 -0.7734

Output
**Highest occupied orbital energy**: -2.809 eV
**HOMO-LUMO gap**: 6.86 eV
**Net charge**: -1
**E**: -17582.05488 eV

***

Q: Which value of E does entry 2 give?
A: -219091.94791 eV

***

Q: Which value of HOMO-LUMO gap does entry 1 give?
A: 6.86 eV

***

Q: What is the HOMO-LUMO gap in the second record?
A: 9.02 eV